# 1
Density functional theory data (ωB97M-V with the def2-TZVPD basis set) for a cluster of 20 separate species, C47H134O33 in total in a non-equilibrium geometry.

```
214
Properties=species:S:1:pos:R:3:mulliken_charge:R:1
C 0.80 -3.60 4.23 -1.6418
C -0.39 -4.28 3.63 2.4031
C 0.08 -5.15 2.42 -0.9530
O -0.97 -5.14 4.61 -0.6942
H 1.19 -2.87 3.52 0.0632
H 1.58 -4.29 4.57 0.4784
H 0.49 -3.06 5.13 0.3819
H -1.13 -3.53 3.34 -0.9763
H -0.76 -5.64 1.93 0.3454
H 0.81 -5.92 2.68 0.3839
H 0.67 -4.55 1.72 -0.1968
H -1.61 -5.73 4.21 0.3930
C 0.00 0.74 1.05 -0.5740
C 0.05 -0.05 -0.25 2.9940
C -0.34 -1.52 -0.13 -0.1960
O -0.84 0.47 -1.19 1.0068
H -1.01 1.03 1.33 0.3326
H 0.58 1.66 1.01 0.0243
H 0.42 0.19 1.89 -0.1762
H 1.06 0.02 -0.66 -1.2691
H -0.43 -2.04 -1.08 -0.2213
H -1.36 -1.48 0.23 -0.5389
H 0.22 -2.09 0.61 -0.0002
H -1.07 1.37 -0.95 -1.0402
C 2.88 3.62 -1.18 -1.4437
C 3.03 2.33 -2.03 1.9899
C 1.93 2.35 -3.10 -0.8278
O 4.32 2.39 -2.63 -0.4457
H 3.75 3.69 -0.52 0.5042
H 1.96 3.46 -0.62 0.0420
H 2.77 4.53 -1.77 0.3905
H 2.97 1.42 -1.43 -1.2847
H 2.05 1.41 -3.65 0.2838
H 2.09 3.18 -3.79 0.6429
H 0.95 2.28 -2.63 -0.1950
H 4.25 3.12 -3.25 0.3543
C 5.02 -3.71 1.70 -1.2797
C 3.95 -4.43 0.98 0.2085
C 2.84 -3.46 0.50 1.7528
O 4.38 -5.30 -0.10 -0.6316
H 5.71 -3.18 1.04 0.3174
H 5.77 -4.33 2.19 0.4839
H 4.69 -2.94 2.40 -0.0323
H 3.47 -5.06 1.72 0.1234
H 2.34 -3.09 1.39 -0.7891
H 2.19 -4.02 -0.17 -0.0972
H 3.28 -2.59 0.01 -0.3802
H 3.66 -5.90 -0.32 0.3411
C 0.91 -2.45 -3.89 0.2566
C 2.31 -1.91 -3.50 2.6024
C 3.44 -2.89 -3.39 -1.7692
O 2.66 -1.10 -4.62 -0.7610
H 0.51 -2.91 -2.99 -0.7128
H 0.94 -3.35 -4.50 0.2750
H 0.16 -1.73 -4.22 -0.3772
H 2.31 -1.34 -2.57 -0.8582
H 3.47 -3.34 -2.40 0.2535
H 4.39 -2.37 -3.38 0.4022
H 3.59 -3.63 -4.19 0.3786
H 1.81 -0.70 -4.84 0.2301
C 3.56 1.41 2.42 -0.4810
C 3.98 -0.08 2.68 1.0702
C 4.71 -0.34 4.03 -1.8226
O 2.76 -0.71 2.61 0.4311
H 2.75 1.75 3.07 0.2035
H 3.22 1.48 1.39 -0.5958
H 4.44 2.04 2.46 0.6227
H 4.62 -0.41 1.87 -0.1015
H 5.01 -1.39 4.07 0.3849
H 4.13 -0.04 4.90 0.2417
H 5.64 0.23 4.04 0.4460
H 2.17 -0.32 3.26 -0.4284
C 4.48 3.61 5.48 -1.1054
C 3.87 4.97 5.10 0.6124
C 4.68 5.59 3.93 -1.1950
O 2.47 4.68 4.83 -0.4512
H 3.93 3.10 6.27 0.3266
H 5.49 3.74 5.85 0.4774
H 4.51 2.94 4.62 0.0033
H 3.80 5.65 5.94 0.1988
H 5.76 5.60 4.11 0.3965
H 4.53 6.65 3.70 0.3465
H 4.60 5.02 3.00 0.1897
H 2.16 5.20 4.08 0.3272
C -1.78 -3.90 -6.14 -0.0378
C -0.77 -3.59 -7.34 -0.0871
O -1.17 -4.36 -8.47 -0.5841
O -1.84 -5.29 -5.95 -0.6650
H -2.80 -3.62 -6.41 0.4411
H -1.52 -3.38 -5.21 -0.0120
H 0.29 -3.75 -7.17 0.2295
H -1.00 -2.56 -7.58 0.0748
H -1.72 -5.09 -8.17 0.3253
H -2.54 -5.48 -5.32 0.3135
C -0.70 5.84 1.32 0.0646
C 0.41 5.24 2.25 0.1239
O 1.37 6.15 2.81 -0.5849
O -0.25 6.31 0.07 -0.3868
H -1.17 6.73 1.74 0.4818
H -1.41 5.04 1.10 -0.3543
H 0.92 4.40 1.78 0.0918
H -0.01 4.83 3.17 -0.0510
H 1.43 6.90 2.21 0.3109
H 0.27 7.11 0.18 0.2501
C -2.23 -0.96 3.41 1.2041
C -2.94 -1.73 4.50 -1.1794
O -4.19 -2.32 4.11 -0.6846
O -2.72 0.34 3.18 1.3366
H -2.48 -1.50 2.49 0.1096
H -1.14 -0.98 3.39 -0.5963
H -2.98 -1.24 5.47 0.2843
H -2.40 -2.64 4.75 0.5039
H -4.74 -1.63 3.73 0.4027
H -3.48 0.28 2.60 -0.8500
C -3.54 2.56 -2.57 0.3715
C -2.99 3.08 -1.25 0.4705
O -1.59 3.06 -1.26 0.1181
O -3.39 3.67 -3.59 -0.6265
H -4.57 2.20 -2.50 0.4721
H -2.99 1.69 -2.93 -0.4995
H -3.31 2.34 -0.52 -0.4561
H -3.40 4.03 -0.92 0.2273
H -1.29 3.58 -2.01 -0.5201
H -2.44 3.81 -3.64 0.2194
C -4.02 -5.71 0.32 -0.8772
C -3.65 -4.49 1.20 1.8439
O -4.79 -4.03 1.82 -0.6956
O -4.37 -5.21 -0.99 -0.5213
H -4.77 -6.37 0.76 0.4419
H -3.10 -6.24 0.08 0.2231
H -3.12 -3.81 0.53 -0.6307
H -2.82 -4.72 1.86 -0.4719
H -4.44 -3.41 2.47 0.4217
H -5.30 -4.97 -1.03 0.3177
C 0.13 5.28 -2.90 0.2789
C -0.36 6.76 -3.10 -0.9320
O -0.24 7.16 -4.46 -0.6000
O -0.65 4.35 -3.58 -0.8018
H 0.20 4.94 -1.87 -0.0913
H 1.12 5.12 -3.33 0.3369
H 0.17 7.41 -2.40 0.3267
H -1.38 6.94 -2.76 0.3597
H -0.99 6.88 -4.99 0.3590
H -0.50 4.52 -4.52 0.4143
C -6.46 0.04 2.42 -1.0339
C -5.52 0.64 1.38 0.1197
O -4.46 -0.19 0.98 0.3426
O -5.83 -0.12 3.70 -0.5809
H -6.82 -0.93 2.10 0.2883
H -7.36 0.65 2.33 0.6032
H -5.03 1.57 1.70 -0.2556
H -6.07 1.07 0.54 0.6265
H -4.57 -0.28 0.03 -0.3143
H -6.41 0.30 4.34 0.2779
C 6.57 0.55 -0.57 -0.3687
C 5.78 -0.63 -0.98 1.2867
O 6.45 -1.33 -2.02 -0.6513
O 6.67 1.29 -1.79 -0.7008
H 7.54 0.29 -0.13 0.3954
H 6.12 1.14 0.23 0.0951
H 4.74 -0.34 -1.13 -0.4547
H 5.77 -1.32 -0.13 -0.5041
H 6.61 -0.66 -2.69 0.4225
H 5.82 1.71 -1.95 0.4555
C -0.71 -5.53 -1.60 0.9837
C -0.57 -6.43 -2.80 -0.0003
O 0.69 -7.00 -2.96 -0.6029
O -0.34 -6.07 -0.35 -0.4362
H -1.67 -5.01 -1.56 -0.1721
H -0.09 -4.63 -1.65 -0.5637
H -0.81 -5.92 -3.73 -0.1487
H -1.35 -7.19 -2.76 0.3379
H 1.00 -6.90 -3.87 0.3360
H 0.55 -6.43 -0.39 0.3093
C -3.09 -1.75 -2.63 0.7769
C -4.12 -1.94 -1.50 0.9367
O -4.98 -0.79 -1.48 -0.6894
O -3.68 -1.75 -3.91 -0.7949
H -2.21 -2.39 -2.57 -0.2421
H -2.77 -0.71 -2.56 -0.1710
H -3.72 -2.04 -0.49 -0.9814
H -4.81 -2.77 -1.67 0.2591
H -5.54 -0.70 -2.25 0.3203
H -3.10 -1.22 -4.46 0.4330
C 0.65 1.15 5.34 -0.8993
C -0.26 2.17 4.72 0.5443
O -1.64 2.02 4.98 -0.9091
O 0.67 -0.05 4.64 -0.1202
H 0.35 0.87 6.35 0.5572
H 1.68 1.49 5.47 0.1460
H -0.14 2.04 3.64 -0.5962
H 0.13 3.16 4.93 0.6593
H -1.89 1.30 4.39 0.1638
H 0.87 -0.72 5.30 0.0417
C -3.77 3.76 2.99 0.9541
C -4.58 4.87 2.24 -0.9397
O -5.46 4.37 1.22 -0.4988
O -3.09 4.31 4.11 -0.7125
H -3.14 3.21 2.29 -0.5829
H -4.46 3.01 3.40 0.4404
H -3.95 5.63 1.79 0.1142
H -5.26 5.43 2.89 0.5334
H -6.32 4.23 1.63 0.3115
H -2.60 3.59 4.51 0.4630
C -1.08 1.04 -4.83 0.6410
C -0.12 1.24 -6.03 -0.8067
O 0.67 -0.01 -6.13 -0.4121
O -2.21 0.19 -5.16 -0.3493
H -1.50 2.02 -4.59 0.2488
H -0.62 0.58 -3.96 -0.5066
H 0.60 2.05 -5.85 0.3121
H -0.62 1.45 -6.97 0.4635
H 1.20 0.12 -6.92 0.2013
H -2.69 0.66 -5.85 0.2705
```

The value obtained for the highest occupied orbital energy is -9.59 eV. The calculation puts the max |F| at 2.80 eV/A. Its energy above the lowest of the compared OMol25 structures with the same formula, charge and spin is 91.00 kcal/mol. The value obtained for the LUMO energy is -0.2 eV. As for the HOMO-LUMO gap: 9.375 eV. The spin multiplicity is 1. As for the net charge: 0.

=====

# 2
Density functional theory data (ωB97M-V with the def2-TZVPD basis set) for a structure of composition C47H33BrF5N3O2STeW in a non-equilibrium geometry.

```
94
Properties=species:S:1:pos:R:3:mulliken_spin:R:1
W -0.14 -0.28 -0.05 1.7374
C -6.90 -1.66 -1.50 0.0007
C -5.48 -1.60 -1.01 -0.0049
C -4.75 -2.75 -0.74 0.0080
C -3.44 -2.71 -0.27 -0.0205
C -2.69 -4.02 -0.11 0.0007
O -3.05 -4.97 -0.76 -0.0001
C -1.50 -4.09 0.79 -0.0083
C -0.35 -4.69 0.31 0.0075
C 0.79 -4.75 1.11 -0.0073
C 0.75 -4.24 2.40 0.0058
C -0.42 -3.67 2.89 -0.0043
C -1.54 -3.59 2.08 -0.0037
C -2.84 -1.47 -0.11 0.0306
O -1.56 -1.43 0.31 0.0427
C -3.52 -0.27 -0.39 0.0374
C -4.85 -0.38 -0.82 0.0021
C -2.92 1.05 -0.20 -0.0256
N -1.65 1.26 0.04 0.0048
C -1.21 2.62 0.39 0.0182
C -0.28 3.19 -0.67 -0.0198
Te 1.44 1.93 -0.92 -0.0037
C 2.60 2.74 0.64 -0.0009
C 3.84 3.26 0.27 0.0035
C 4.65 3.85 1.23 0.0015
C 4.23 3.92 2.55 -0.0009
C 2.99 3.40 2.91 -0.0001
C 2.18 2.80 1.96 0.0040
C -3.86 2.21 -0.29 0.0326
C -3.93 2.92 -1.49 0.0036
C -4.80 3.99 -1.60 0.0013
C -5.59 4.35 -0.52 0.0000
C -5.52 3.64 0.67 0.0010
C -4.66 2.56 0.78 0.0020
H -7.20 -2.68 -1.70 0.0000
H -7.02 -1.08 -2.41 -0.0005
H -7.58 -1.25 -0.75 -0.0005
H -5.19 -3.73 -0.91 -0.0004
H -0.35 -5.11 -0.69 0.0003
H 1.68 -5.23 0.74 -0.0008
H 1.62 -4.32 3.04 0.0008
H -0.46 -3.31 3.91 0.0005
H -2.45 -3.14 2.46 0.0003
H -5.40 0.53 -1.04 0.0037
H -0.70 2.56 1.36 -0.0012
H -2.06 3.28 0.52 -0.0017
H 0.09 4.17 -0.39 -0.0002
H -0.77 3.25 -1.64 0.0012
H 4.17 3.22 -0.76 0.0004
H 5.61 4.26 0.94 0.0001
H 4.86 4.39 3.29 -0.0001
H 2.66 3.48 3.94 0.0001
H 1.22 2.41 2.26 0.0074
H -3.32 2.62 -2.34 0.0043
H -4.86 4.54 -2.53 0.0001
H -6.27 5.19 -0.61 0.0000
H -6.15 3.92 1.51 0.0000
H -4.61 1.99 1.71 -0.0004
Br -2.42 1.59 6.93 -0.0014
C -1.47 1.05 5.41 -0.0089
C -2.14 0.51 4.32 0.0113
C -1.44 0.12 3.20 0.0013
C -0.05 0.24 3.17 -0.0035
C 0.62 0.78 4.26 -0.0108
C -0.08 1.18 5.38 0.0078
N 0.64 -0.21 2.00 -0.0471
C 1.85 -0.64 2.09 0.0898
C 2.49 -1.27 0.95 -0.0084
C 3.74 -1.83 1.04 0.0169
C 4.22 -2.58 -0.04 0.0109
C 3.41 -2.76 -1.14 -0.0046
C 2.16 -2.15 -1.17 0.0185
N 1.72 -1.39 -0.16 -0.0500
H -3.22 0.40 4.36 0.0003
H -1.97 -0.33 2.37 0.0057
H 1.69 0.93 4.25 -0.0007
H 0.44 1.61 6.22 0.0000
H 2.39 -0.64 3.04 -0.0133
H 4.33 -1.71 1.94 -0.0009
H 5.20 -3.03 0.01 0.0001
H 3.72 -3.35 -1.98 0.0013
H 1.49 -2.27 -2.01 0.0146
F 1.37 2.44 -6.90 0.0000
C 0.92 1.75 -5.87 0.0001
C -0.44 1.70 -5.60 0.0002
F -1.29 2.36 -6.37 0.0002
C -0.90 0.98 -4.52 0.0235
F -2.21 0.99 -4.27 0.0031
C -0.04 0.28 -3.67 0.0140
S -0.77 -0.66 -2.36 0.0893
C 1.31 0.34 -3.98 -0.0164
F 2.20 -0.34 -3.24 -0.0022
C 1.80 1.06 -5.05 0.0003
F 3.10 1.08 -5.30 0.0001
```

The value obtained for the highest occupied orbital energy (spin up / spin down) is -13.21 / -13.63 eV. The calculation puts the max |F| at 1.17 eV/A. The value obtained for the LUMO energy (spin up / spin down) is -7.1 / -7.3 eV. As for the expectation value of S²: 2.027. As for the HOMO-LUMO gap (spin up / spin down): 6.074 / 6.337 eV. The spin multiplicity is 3. As for the net charge: +2.

=====

# 3
Density functional theory data (ωB97M-V with the def2-TZVPD basis set) for a structure of composition C47H36BIN3O7PSZr in a non-equilibrium geometry.

```
98
Properties=species:S:1:pos:R:3:mulliken_charge:R:1
Zr 0.92 -0.32 0.49 -0.2647
C 4.28 1.32 -1.94 -2.0085
C 3.16 0.37 -1.62 1.1611
O 2.28 0.78 -0.79 -0.3082
C 3.13 -0.89 -2.19 -1.5323
C 2.10 -1.82 -2.01 1.0245
C 2.21 -3.16 -2.68 -1.6407
N 1.03 -1.56 -1.27 1.6906
N 0.05 -2.55 -1.21 -1.4179
C -0.97 -2.12 -0.54 1.2667
O -0.99 -0.92 0.02 -0.7437
C -2.16 -2.97 -0.35 0.6324
C -2.19 -4.27 -0.85 -0.4374
C -3.33 -5.05 -0.68 -0.8563
C -4.44 -4.53 -0.02 -0.5673
C -4.41 -3.24 0.48 -1.1788
C -3.27 -2.46 0.32 -0.1696
H 4.51 1.33 -3.00 0.4676
H 5.17 0.99 -1.39 0.4601
H 4.03 2.32 -1.60 0.2990
H 3.95 -1.18 -2.83 0.4150
H 3.14 -3.24 -3.23 0.5117
H 1.37 -3.33 -3.35 0.2759
H 2.16 -3.94 -1.92 0.2931
H -1.33 -4.66 -1.36 0.5020
H -3.35 -6.06 -1.06 0.4396
H -5.32 -5.14 0.11 0.4477
H -5.27 -2.83 0.99 0.4700
H -3.23 -1.45 0.70 0.5476
I -0.60 2.18 1.61 0.2144
C -0.73 4.03 0.59 -0.1385
C -0.44 5.05 1.47 -0.7155
C -0.66 6.39 1.14 -0.9967
C -1.23 6.69 -0.06 -0.9398
C -1.52 5.67 -0.99 0.9938
C -2.11 6.05 -2.22 -0.7799
C -2.40 5.13 -3.18 -1.2405
C -2.03 3.80 -2.96 -0.2841
C -1.45 3.37 -1.79 1.3034
P -0.78 1.65 -1.85 1.5466
C 0.20 1.81 -3.39 0.6691
C -0.15 1.29 -4.63 -0.2563
C 0.67 1.49 -5.73 -0.7542
C 1.83 2.24 -5.61 -0.7053
C 2.18 2.78 -4.38 -0.5668
C 1.38 2.55 -3.28 -1.0826
C -2.23 0.66 -2.31 0.5817
C -3.52 1.02 -1.92 -0.8431
C -4.59 0.17 -2.15 -0.9300
C -4.39 -1.05 -2.78 -0.6687
C -3.11 -1.42 -3.16 -0.9944
C -2.04 -0.58 -2.92 -0.2085
C -1.23 4.30 -0.72 0.3135
H -0.05 4.82 2.45 0.5161
H -0.42 7.16 1.86 0.3969
H -1.46 7.72 -0.33 0.3757
H -2.33 7.10 -2.37 0.3719
H -2.85 5.42 -4.12 0.4424
H -2.18 3.08 -3.76 0.3764
H -1.06 0.73 -4.75 0.4476
H 0.39 1.08 -6.69 0.4548
H 2.47 2.40 -6.48 0.3979
H 3.08 3.36 -4.28 0.4951
H 1.66 2.96 -2.31 0.4157
H -3.69 1.97 -1.43 0.4625
H -5.58 0.46 -1.84 0.4271
H -5.23 -1.72 -2.95 0.4174
H -2.93 -2.39 -3.63 0.3775
H -1.04 -0.91 -3.18 0.5222
O 1.84 1.77 3.89 -0.6107
C 2.48 0.87 3.39 -0.0077
N 2.55 0.62 2.03 -0.1168
S 3.63 -0.50 1.70 1.1141
O 4.85 -0.10 1.06 -0.7291
O 2.85 -1.51 0.93 -0.6024
C 3.95 -1.02 3.34 0.4375
C 4.76 -2.04 3.82 -0.7901
C 4.84 -2.16 5.20 -0.5782
C 4.16 -1.29 6.05 -0.5409
C 3.38 -0.26 5.54 -0.6652
C 3.28 -0.14 4.17 0.3740
H 5.29 -2.70 3.15 0.5139
H 5.44 -2.95 5.63 0.4245
H 4.25 -1.42 7.12 0.4121
H 2.85 0.43 6.18 0.5427
O -0.55 -2.64 2.58 -0.1026
B 0.18 -1.44 2.57 1.1602
O 0.24 -0.95 3.89 0.0399
C -0.44 -1.85 4.67 0.3139
C -0.66 -1.81 6.03 -1.1198
C -1.40 -2.87 6.57 -0.5753
C -1.89 -3.89 5.77 -0.5815
C -1.65 -3.92 4.39 -1.0549
C -0.92 -2.87 3.88 0.6898
H -0.29 -1.00 6.64 0.5265
H -1.61 -2.88 7.63 0.3971
H -2.46 -4.69 6.22 0.3967
H -2.03 -4.71 3.76 0.5381
```

The value obtained for the highest occupied orbital energy is -7.54 eV. The calculation puts the max |F| at 1.03 eV/A. Its energy above the lowest of the compared OMol25 structures with the same formula, charge and spin is 16.73 kcal/mol. The value obtained for the LUMO energy is -0.1 eV. As for the HOMO-LUMO gap: 7.434 eV. The spin multiplicity is 1. As for the net charge: 0.